(1)
{
  "formula": "C7H22O5",
  "method": "ωB97M-V/def2-TZVPD",
  "relative_energy_kcal_mol": 96.3,
  "smiles": "C=C(CC)CCCO.O.O.O.O",
  "multiplicity": 1,
  "total_energy_ev": -17849.036,
  "species": ["C", "C", "C", "C", "C", "C", "C", "O", "H", "H", "H", "H", "H", "H", "H", "H", "H", "H", "H", "H", "H", "H", "O", "H", "H", "O", "H", "H", "O", "H", "H", "O", "H", "H"],
  "coordinates": [[1.4785, -0.9805, -1.6662], [0.2653, -0.5823, -1.0595], [-0.9451, -1.3760, -1.1773], [-2.2323, -0.7300, -1.5634], [0.3615, 0.6278, -0.2448], [-0.3084, 0.6821, 1.1028], [0.6908, 0.2761, 2.2127], [2.1574, 0.3450, 1.9461], [1.6175, -1.9394, -2.1247], [2.3595, -0.4141, -1.6593], [-0.7935, -2.1405, -2.0712], [-1.2412, -2.2147, -0.4577], [-3.1682, -1.3848, -1.4354], [-2.4030, -0.5060, -2.5316], [-2.4125, 0.2862, -1.1060], [-0.2075, 1.2857, -0.9674], [1.4496, 1.1090, -0.2427], [-1.1668, 0.2092, 1.1635], [-0.4707, 1.8232, 1.3568], [0.6268, -0.7114, 2.6462], [0.7050, 1.0332, 3.0309], [2.3602, 0.2847, 0.9576], [-0.4807, 2.8398, -3.0008], [-0.3109, 2.1118, -3.6063], [0.5006, 3.0388, -2.7917], [-4.2093, -0.2983, 1.4475], [-3.5522, -0.9054, 1.8404], [-4.0287, -0.4166, 0.4808], [3.2101, 1.5817, -0.2466], [3.7793, 1.9369, -0.7706], [3.2103, 2.2569, 0.4526], [0.0761, -2.8659, 2.1082], [1.0176, -3.1253, 2.3590], [0.2387, -1.9384, 1.8158]]
}

(2)
{
  "formula": "C24H59BrN5O19P4",
  "method": "ωB97M-V/def2-TZVPD",
  "charge": 1,
  "multiplicity": 1,
  "total_energy_ev": -179384.089,
  "species": ["C", "C", "C", "N", "N", "C", "N", "C", "C", "C", "O", "Br", "C", "C", "N", "N", "C", "O", "C", "C", "O", "H", "H", "H", "H", "H", "H", "H", "H", "H", "H", "H", "H", "H", "H", "H", "H", "H", "H", "H", "H", "H", "H", "H", "C", "O", "P", "O", "O", "C", "O", "C", "H", "H", "H", "H", "H", "H", "H", "H", "H", "C", "O", "P", "O", "O", "C", "O", "C", "H", "H", "H", "H", "H", "H", "H", "H", "H", "C", "O", "P", "O", "O", "C", "O", "C", "H", "H", "H", "H", "H", "H", "H", "H", "H", "C", "O", "P", "O", "O", "C", "O", "C", "H", "H", "H", "H", "H", "H", "H", "H", "H"],
  "coordinates": [[-0.8467, -1.8456, -1.7988], [-1.1537, -2.2125, -0.3218], [-2.5306, -2.9222, -0.1444], [-3.6393, -2.1296, -0.7589], [-3.6400, -0.8847, -0.1116], [-4.2177, 0.1119, -0.6829], [-4.3239, 1.4083, -0.1528], [-5.6930, 1.9118, -0.5368], [-5.4230, 3.3667, -1.0238], [-5.5103, 4.4040, 0.1002], [-4.5895, 4.9121, 0.5633], [-7.3342, 4.8263, 0.7091], [-6.1493, 0.8085, -1.5578], [-7.2043, 1.1343, -2.6716], [-8.4684, 0.4497, -2.3606], [-4.8989, 0.0918, -1.9229], [-4.2413, 0.7821, -3.0466], [-2.8250, 0.7172, -2.9748], [-2.2242, 1.8893, -3.3797], [-1.0340, 2.3654, -2.5353], [-2.5621, 2.5047, -4.3169], [-1.3415, -2.5218, -2.5130], [-1.2399, -0.8332, -1.9826], [0.2409, -1.7964, -1.9533], [-1.0871, -1.3105, 0.3171], [-0.4002, -2.9136, 0.0740], [-2.6797, -3.0055, 0.9533], [-2.4593, -3.9191, -0.5979], [-4.4991, -2.6389, -0.5486], [-3.2149, -0.7203, 0.8029], [-4.3201, 1.3185, 0.8674], [-6.4658, 1.8634, 0.2483], [-4.4161, 3.3750, -1.4709], [-6.1018, 3.6880, -1.8350], [-6.6236, 0.0636, -0.8877], [-7.3974, 2.2183, -2.6147], [-6.8660, 0.9036, -3.6902], [-8.6975, 0.7131, -1.4028], [-8.3377, -0.5605, -2.3448], [-4.5718, 1.8336, -3.1164], [-4.5615, 0.2824, -3.9768], [-1.2490, 3.3238, -2.0422], [-0.1453, 2.4573, -3.1768], [-0.7925, 1.6221, -1.7585], [4.3684, -6.7784, 2.1882], [4.8334, -5.4931, 1.7603], [3.7153, -4.2352, 1.7944], [2.7481, -4.8345, 0.8068], [4.8010, -3.2849, 1.0378], [5.5950, -3.8013, -0.0269], [2.7780, -2.8741, 2.1144], [3.3011, -1.9588, 3.0982], [5.2386, -7.4069, 2.3720], [3.7906, -6.6980, 3.1078], [3.7621, -7.2344, 1.4066], [5.0584, -4.5555, -0.6028], [6.5183, -4.2234, 0.3704], [5.8474, -2.9695, -0.6849], [4.2404, -1.5261, 2.7530], [3.4595, -2.4749, 4.0459], [2.5794, -1.1580, 3.2484], [-9.2767, 3.7916, -9.7591], [-8.8905, 4.3073, -8.4782], [-8.3645, 3.1859, -7.3481], [-9.6016, 2.3456, -7.2640], [-8.3101, 4.3206, -6.1850], [-9.3823, 5.2495, -6.0433], [-7.3693, 2.1803, -6.4407], [-5.9988, 2.5865, -6.2959], [-9.3275, 4.6269, -10.4560], [-8.5480, 3.0701, -10.1250], [-10.2592, 3.3267, -9.6923], [-10.3401, 4.8056, -6.3150], [-9.1924, 6.1301, -6.6573], [-9.4199, 5.5555, -4.9980], [-5.9346, 3.5286, -5.7472], [-5.5234, 2.6953, -7.2713], [-5.4730, 1.8162, -5.7326], [7.5241, -1.2547, 8.8233], [6.2953, -0.5268, 8.6933], [5.1965, -1.1047, 7.5668], [6.0397, -0.9891, 6.3349], [4.2546, 0.2022, 7.7811], [4.8370, 1.5011, 7.8637], [3.9324, -1.8908, 6.7910], [2.8175, -2.2965, 7.6069], [8.0024, -0.9435, 9.7507], [7.3398, -2.3271, 8.8634], [8.1848, -1.0215, 7.9894], [5.7313, 1.5836, 7.2456], [5.0789, 1.7329, 8.9011], [4.0970, 2.2186, 7.5102], [2.3215, -1.4257, 8.0387], [3.1481, -2.9641, 8.4040], [2.1076, -2.8269, 6.9745], [9.4818, 0.1380, -1.2351], [9.7248, -0.5031, 0.0212], [9.0543, 0.2312, 1.3767], [9.7427, 1.5596, 1.2779], [9.8328, -0.7945, 2.3669], [11.2055, -1.1005, 2.1445], [7.9800, 0.6368, 2.5970], [7.0387, -0.3803, 2.9913], [9.7274, -0.5689, -2.0270], [8.4356, 0.4261, -1.3306], [10.1192, 1.0157, -1.3352], [11.7455, -0.2532, 1.7212], [11.2901, -1.9639, 1.4834], [11.6481, -1.3545, 3.1073], [7.5578, -1.2398, 3.4169], [6.4444, -0.6975, 2.1308], [6.3758, 0.0339, 3.7483]]
}

(3)
{
  "formula": "C30H37F6N2O8PS3",
  "method": "ωB97M-V/def2-TZVPD",
  "smiles": "C[C@H](F)c1cc2c(c([PH2]=N)c1C(F)(F)c1cccc(C(F)(F)F)c1)C(=O)NC2=O.O=S1(=O)CCCC1.O=S1(=O)CCCC1.O=S1(=O)CCCC1",
  "multiplicity": 1,
  "total_energy_ev": -109163.679,
  "species": ["C", "C", "F", "C", "C", "C", "C", "C", "P", "N", "C", "C", "F", "F", "C", "C", "C", "C", "C", "C", "F", "F", "F", "C", "C", "O", "N", "C", "O", "H", "H", "H", "H", "H", "H", "H", "H", "H", "H", "H", "H", "H", "O", "S", "O", "C", "C", "C", "C", "H", "H", "H", "H", "H", "H", "H", "H", "O", "S", "O", "C", "C", "C", "C", "H", "H", "H", "H", "H", "H", "H", "H", "O", "S", "O", "C", "C", "C", "C", "H", "H", "H", "H", "H", "H", "H", "H"],
  "coordinates": [[3.5714, -1.6104, 2.5284], [2.3109, -0.7430, 2.8587], [1.1370, -1.5135, 2.5672], [2.2087, 0.6317, 2.1116], [3.1376, 0.8696, 0.9541], [3.1048, 2.1204, 0.1715], [2.0829, 3.1529, 0.5718], [1.1485, 2.9175, 1.6931], [-0.1034, 4.3241, 1.9818], [-0.7658, 4.7954, 0.6151], [1.1862, 1.6485, 2.5248], [0.1571, 1.5008, 3.6793], [0.3350, 0.4166, 4.5367], [0.0866, 2.6371, 4.5277], [-1.2786, 1.2979, 3.0195], [-2.5259, 1.8830, 3.5583], [-3.8366, 1.6367, 2.8968], [-3.8951, 0.7510, 1.6952], [-2.6584, 0.1262, 1.1260], [-2.6887, -0.8283, -0.1101], [-1.4149, -1.1409, -0.5860], [-3.2968, -2.0389, 0.2302], [-3.4013, -0.2289, -1.1299], [-1.3643, 0.4281, 1.8051], [2.2758, 4.3699, -0.4100], [1.8735, 5.5210, -0.2914], [3.1152, 3.7781, -1.4893], [3.9199, 2.6180, -1.0797], [4.9320, 2.2118, -1.5889], [3.5824, -2.0394, 1.4799], [4.5256, -1.0043, 2.6408], [3.7052, -2.4996, 3.2197], [2.3652, -0.5040, 3.9674], [3.8866, 0.0967, 0.6147], [0.6715, 5.3502, 2.6302], [-1.1221, 3.9379, 2.8930], [-1.7848, 4.6965, 0.6612], [-2.4911, 2.5365, 4.4697], [-4.8004, 2.0828, 3.2482], [-4.8674, 0.5094, 1.1765], [-0.4573, -0.0670, 1.3505], [2.3461, 3.3208, -2.0208], [-6.8193, -6.5321, 1.2607], [-6.0724, -5.4519, 1.8615], [-6.7208, -4.2877, 2.4205], [-4.9655, -6.1395, 3.0829], [-3.6984, -6.4649, 2.3011], [-3.4627, -5.2695, 1.3753], [-4.7998, -4.9290, 0.7154], [-5.4216, -7.0129, 3.5473], [-4.7780, -5.3695, 3.8334], [-2.8503, -6.6361, 2.9663], [-3.8483, -7.3697, 1.7041], [-3.1151, -4.4148, 1.9653], [-2.6969, -5.4841, 0.6251], [-4.8971, -3.8604, 0.5320], [-4.9376, -5.4794, -0.2155], [4.3563, 8.0464, -5.6734], [5.2980, 7.8213, -4.6029], [6.7218, 7.7579, -4.8339], [4.9728, 9.0031, -3.3068], [3.9364, 8.3173, -2.4248], [4.4011, 6.8636, -2.2823], [4.7818, 6.3743, -3.6834], [4.6197, 9.9383, -3.7390], [5.9047, 9.1683, -2.7633], [3.8484, 8.8093, -1.4549], [2.9561, 8.3458, -2.9094], [5.2749, 6.8197, -1.6246], [3.6333, 6.2305, -1.8422], [5.6023, 5.6584, -3.6494], [3.9271, 5.9359, -4.1994], [-2.0473, -6.6096, -0.8170], [-2.0629, -5.6369, -1.8836], [-2.9691, -4.5142, -1.8896], [-0.3984, -5.0390, -2.1270], [0.2081, -6.0115, -3.1314], [-0.8761, -6.2508, -4.1858], [-2.1897, -6.5098, -3.4427], [0.1312, -5.0176, -1.1755], [-0.4641, -4.0324, -2.5438], [1.1221, -5.6123, -3.5734], [0.4559, -6.9551, -2.6362], [-0.9771, -5.3601, -4.8127], [-0.6242, -7.0855, -4.8419], [-3.0480, -6.1327, -3.9976], [-2.3243, -7.5698, -3.2254]]
}

(4)
{
  "formula": "C2H10N2O3",
  "method": "ωB97M-V/def2-TZVPD",
  "relative_energy_kcal_mol": 17.1,
  "smiles": "CNC(N)=O.O.O",
  "multiplicity": 1,
  "total_energy_ev": -11359.290,
  "species": ["C", "N", "C", "N", "O", "H", "H", "H", "H", "H", "H", "O", "H", "H", "O", "H", "H"],
  "coordinates": [[0.8000, 0.7682, -1.4421], [0.6574, 0.0200, -0.2199], [1.7273, 0.0048, 0.6222], [1.4760, -0.7804, 1.7632], [2.7969, 0.5346, 0.4071], [1.8222, 0.7272, -1.8018], [0.4745, 1.8161, -1.4494], [0.1876, 0.2876, -2.2258], [-0.2621, -0.0587, 0.1784], [1.0986, -1.7059, 1.7066], [1.8805, -0.4580, 2.6213], [-1.9110, 0.8790, 1.1284], [-2.6265, 1.0875, 0.5220], [-1.1483, 1.4611, 0.9932], [-1.9417, -1.3495, -0.9036], [-2.2612, -2.0773, -1.4601], [-2.7702, -1.1562, -0.4399]]
}

(5)
{
  "formula": "C3H4Br2I2",
  "method": "ωB97M-V/def2-TZVPD",
  "relative_energy_kcal_mol": 2.3,
  "multiplicity": 1,
  "total_energy_ev": -159461.550,
  "species": ["C", "C", "C", "Br", "Br", "I", "I", "H", "H", "H", "H"],
  "coordinates": [[0.2361, 0.3437, -1.2008], [0.3143, -0.3216, 1.1760], [-0.5986, 0.0104, -0.0080], [1.3314, 1.9109, -0.9122], [1.5688, -1.8237, 0.8818], [-1.8787, 1.6685, 0.6383], [-1.8042, -1.6451, -0.6071], [0.7168, -0.5391, -1.5572], [-0.4306, 0.5566, -1.9326], [0.6811, 0.6225, 1.4495], [-0.1364, -0.7830, 2.0724]]
}

Max |F| across the listed records, respectively: 0.1714, 0.1713, 0.0787, 0.0344, 0.0646 Eh/bohr.
Frontier orbital gap across the listed records, respectively: 8.86, 7.40, 7.35, 9.62, 9.06 eV.
LUMO level across the listed records, respectively: 0.09, -3.37, -1.73, 0.30, -0.40 eV.